(1)
{"formula": "C34H91B3FN7O11", "method": "the ωB97M-V functional and the def2-TZVPD basis", "e_homo_ha": -0.33111, "smiles": "C[C@H](O)CB1OBOB(C[C@@H](C)F)O1.COC[C@@H](C)N.COC[C@@H](C)N.COC[C@@H](C)N.COC[C@@H](C)N.COC[C@@H](C)N.COC[C@@H](C)N.COC[C@@H](C)N", "relative_energy_kj_mol": 0.0, "orbital_gap_ev": 9.1, "total_charge": 0, "e_lumo_ev": 0.13, "elements": ["C", "C", "O", "C", "B", "O", "B", "O", "B", "C", "C", "C", "F", "O", "H", "H", "H", "H", "H", "H", "H", "H", "H", "H", "H", "H", "H", "H", "C", "O", "C", "C", "C", "N", "H", "H", "H", "H", "H", "H", "H", "H", "H", "H", "H", "C", "O", "C", "C", "C", "N", "H", "H", "H", "H", "H", "H", "H", "H", "H", "H", "H", "C", "O", "C", "C", "C", "N", "H", "H", "H", "H", "H", "H", "H", "H", "H", "H", "H", "C", "O", "C", "C", "C", "N", "H", "H", "H", "H", "H", "H", "H", "H", "H", "H", "H", "C", "O", "C", "C", "C", "N", "H", "H", "H", "H", "H", "H", "H", "H", "H", "H", "H", "C", "O", "C", "C", "C", "N", "H", "H", "H", "H", "H", "H", "H", "H", "H", "H", "H", "C", "O", "C", "C", "C", "N", "H", "H", "H", "H", "H", "H", "H", "H", "H", "H", "H"], "positions_angstrom": [[-6.240, 2.927, -0.864], [-5.420, 1.821, -1.543], [-5.317, 2.127, -2.945], [-6.011, 0.407, -1.375], [-5.109, -0.618, -0.624], [-5.213, -1.994, -0.814], [-4.388, -2.726, 0.010], [-3.074, -2.301, 0.114], [-2.943, -0.921, 0.215], [-1.534, -0.234, 0.110], [-1.122, 0.641, 1.300], [-0.345, 1.898, 0.922], [-2.268, 1.016, 2.031], [-4.126, -0.205, 0.271], [-7.166, 2.553, -0.427], [-6.482, 3.692, -1.599], [-5.671, 3.399, -0.063], [-4.413, 1.840, -1.119], [-4.391, 2.104, -3.208], [-6.964, 0.453, -0.833], [-6.267, 0.015, -2.362], [-4.801, -3.621, 0.673], [-1.530, 0.358, -0.812], [-0.780, -1.015, -0.010], [-0.535, 0.030, 1.990], [-0.938, 2.776, 1.187], [0.593, 1.953, 1.475], [-0.144, 1.951, -0.147], [1.452, 4.226, -2.971], [1.243, 3.030, -2.247], [1.606, 1.835, -2.912], [3.096, 1.484, -2.840], [3.980, 2.333, -3.746], [3.624, 1.533, -1.476], [1.270, 4.078, -4.040], [2.462, 4.621, -2.836], [0.742, 4.961, -2.592], [1.048, 1.042, -2.405], [1.263, 1.867, -3.956], [3.173, 0.445, -3.177], [4.150, 3.322, -3.319], [4.954, 1.859, -3.863], [3.536, 2.457, -4.735], [3.132, 0.866, -0.890], [3.413, 2.445, -1.081], [-1.298, 5.203, 3.742], [-1.561, 5.531, 2.393], [-1.880, 6.885, 2.138], [-0.670, 7.815, 2.007], [0.006, 8.157, 3.329], [0.338, 7.300, 1.076], [-1.920, 5.784, 4.430], [-0.247, 5.359, 4.001], [-1.529, 4.145, 3.869], [-2.411, 6.879, 1.182], [-2.576, 7.258, 2.902], [-1.055, 8.747, 1.579], [0.627, 7.332, 3.683], [0.658, 9.021, 3.209], [-0.725, 8.391, 4.105], [-0.070, 7.194, 0.153], [0.587, 6.358, 1.366], [-0.447, -4.570, -4.999], [-1.151, -3.739, -4.100], [-2.215, -4.368, -3.409], [-1.794, -5.193, -2.188], [-1.149, -6.532, -2.531], [-0.913, -4.453, -1.283], [-1.117, -5.307, -5.456], [0.375, -5.103, -4.514], [-0.030, -3.936, -5.781], [-2.858, -3.552, -3.069], [-2.799, -4.987, -4.104], [-2.719, -5.404, -1.638], [-0.113, -6.400, -2.846], [-1.138, -7.174, -1.650], [-1.686, -7.049, -3.328], [-1.399, -3.621, -0.957], [-0.131, -4.103, -1.832], [2.487, -5.520, -0.493], [3.780, -5.472, 0.077], [3.921, -4.577, 1.164], [3.438, -5.114, 2.516], [1.922, -5.161, 2.662], [3.992, -6.432, 2.834], [2.001, -4.540, -0.455], [1.838, -6.243, 0.005], [2.599, -5.820, -1.536], [4.992, -4.375, 1.234], [3.416, -3.628, 0.932], [3.820, -4.414, 3.268], [1.492, -6.011, 2.131], [1.660, -5.256, 3.714], [1.458, -4.251, 2.276], [5.005, -6.381, 2.871], [3.785, -7.060, 2.063], [2.296, 11.108, 1.900], [2.360, 10.736, 3.263], [3.550, 10.086, 3.666], [4.716, 11.024, 3.994], [5.386, 11.633, 2.768], [4.342, 12.098, 4.915], [2.811, 10.378, 1.267], [2.721, 12.098, 1.722], [1.243, 11.128, 1.620], [3.284, 9.540, 4.576], [3.847, 9.346, 2.910], [5.460, 10.405, 4.508], [4.791, 12.449, 2.357], [6.356, 12.047, 3.042], [5.537, 10.889, 1.984], [4.020, 11.705, 5.793], [3.537, 12.585, 4.530], [0.988, -2.322, 5.153], [1.638, -3.510, 5.557], [2.570, -3.378, 6.612], [1.956, -3.374, 8.016], [1.257, -2.070, 8.385], [1.034, -4.488, 8.236], [1.656, -1.458, 5.237], [0.083, -2.125, 5.734], [0.704, -2.450, 4.109], [3.222, -4.251, 6.526], [3.189, -2.483, 6.457], [2.795, -3.509, 8.707], [0.277, -1.999, 7.911], [1.099, -2.026, 9.462], [1.847, -1.201, 8.087], [1.524, -5.370, 8.127], [0.336, -4.478, 7.499], [-1.047, -7.977, -7.167], [-2.239, -8.261, -6.465], [-3.411, -7.654, -6.976], [-4.066, -8.402, -8.142], [-3.328, -8.251, -9.468], [-4.266, -9.824, -7.868], [-1.055, -6.952, -7.555], [-0.871, -8.668, -7.995], [-0.225, -8.079, -6.458], [-4.115, -7.639, -6.140], [-3.203, -6.612, -7.256], [-5.059, -7.954, -8.262], [-2.444, -8.889, -9.502], [-3.976, -8.553, -10.290], [-3.015, -7.219, -9.637], [-4.874, -9.941, -7.064], [-3.376, -10.227, -7.591]]}

---

(2)
{"formula": "C36H45IrN11", "method": "the ωB97M-V functional and the def2-TZVPD basis", "multiplicity": 6, "e_homo_ha": [-0.67829, -0.68775], "orbital_gap_ev": [7.7, 5.2], "total_charge": 4, "e_lumo_ev": [-10.79, -13.51], "elements": ["Ir", "C", "N", "C", "C", "N", "C", "C", "C", "C", "C", "C", "N", "C", "N", "C", "C", "C", "C", "C", "C", "N", "H", "H", "H", "H", "H", "H", "H", "H", "H", "H", "H", "H", "H", "H", "H", "C", "N", "C", "C", "N", "C", "C", "C", "C", "C", "C", "C", "C", "C", "N", "C", "N", "C", "C", "N", "C", "C", "C", "N", "C", "C", "H", "H", "H", "H", "H", "H", "H", "H", "H", "H", "H", "H", "H", "H", "H", "H", "H", "H", "H", "H", "H", "H", "H", "H", "H", "H", "H", "H", "H", "H"], "positions_angstrom": [[-0.016, -0.051, -0.084], [3.085, 0.571, 1.104], [2.511, -0.036, -0.102], [3.076, 0.407, -1.382], [2.015, 0.207, -2.414], [0.734, 0.112, -2.096], [0.015, 0.055, -3.300], [-1.354, 0.023, -3.546], [-1.751, -0.012, -4.867], [-0.815, -0.009, -5.918], [0.541, 0.045, -5.681], [0.931, 0.086, -4.347], [2.187, 0.175, -3.738], [2.079, 0.371, 2.191], [0.815, 0.099, 1.927], [0.174, -0.099, 3.159], [-1.125, -0.496, 3.465], [-1.444, -0.629, 4.801], [-0.496, -0.380, 5.812], [0.799, -0.014, 5.518], [1.111, 0.112, 4.168], [2.307, 0.403, 3.507], [3.251, 1.635, 0.926], [4.050, 0.137, 1.375], [2.601, -1.046, -0.037], [4.003, -0.107, -1.643], [3.309, 1.472, -1.316], [-2.071, 0.060, -2.732], [-2.807, -0.021, -5.110], [-1.170, -0.032, -6.940], [1.256, 0.070, -6.494], [3.072, 0.253, -4.220], [-1.840, -0.721, 2.681], [-2.440, -0.943, 5.088], [-0.786, -0.499, 6.848], [1.531, 0.152, 6.299], [3.196, 0.584, 3.953], [-2.789, -3.027, -2.297], [-1.647, -3.416, -1.455], [-1.261, -4.837, -1.597], [-1.068, -2.608, -0.601], [-1.620, -1.471, -0.118], [-2.991, -1.330, 0.101], [-3.742, -2.456, 0.473], [-5.121, -2.425, 0.513], [-5.789, -1.266, 0.132], [-5.069, -0.103, -0.178], [-5.776, 1.062, -0.543], [-5.098, 2.253, -0.805], [-3.741, 2.311, -0.597], [-2.992, 1.179, -0.183], [-1.680, 1.363, 0.209], [-1.372, 2.540, 0.868], [-2.184, 3.053, 1.785], [-3.168, 2.271, 2.543], [-2.226, 4.499, 2.072], [-0.210, 3.148, 0.589], [0.303, 3.265, -0.779], [0.577, 3.841, 1.615], [-3.640, -0.091, -0.106], [0.243, -2.814, -0.172], [0.440, -3.250, 1.233], [1.231, -3.346, -1.123], [-3.713, -3.461, -1.917], [-2.608, -3.415, -3.297], [-2.879, -1.948, -2.346], [-2.178, -5.424, -1.606], [-0.661, -5.164, -0.755], [-0.734, -5.007, -2.535], [-3.222, -3.377, 0.710], [-5.676, -3.305, 0.810], [-6.871, -1.243, 0.091], [-6.855, 1.013, -0.636], [-5.636, 3.130, -1.142], [-3.218, 3.248, -0.746], [-2.985, 1.209, 2.435], [-4.182, 2.510, 2.219], [-3.075, 2.534, 3.596], [-1.739, 5.061, 1.281], [-1.770, 4.736, 3.033], [-3.274, 4.794, 2.112], [0.312, 4.313, -1.083], [-0.321, 2.716, -1.478], [1.331, 2.899, -0.824], [0.505, 4.924, 1.531], [1.623, 3.563, 1.478], [0.261, 3.528, 2.606], [-0.475, -3.106, 1.806], [1.240, -2.690, 1.713], [0.700, -4.310, 1.248], [1.010, -2.996, -2.130], [1.284, -4.434, -1.114], [2.220, -2.985, -0.835]]}

---

(3)
{"formula": "C57H42N8OP3SSe2V", "method": "the ωB97M-V functional and the def2-TZVPD basis", "multiplicity": 4, "e_homo_ha": [-0.34442, -0.34477], "relative_energy_kj_mol": 118.2, "orbital_gap_ev": [6.4, 6.4], "total_charge": 1, "e_lumo_ev": [-2.95, -3.02], "elements": ["V", "Se", "P", "C", "C", "C", "C", "C", "C", "C", "C", "C", "C", "C", "C", "C", "C", "N", "N", "N", "P", "Se", "C", "C", "C", "C", "C", "C", "C", "C", "C", "C", "C", "C", "H", "H", "H", "H", "H", "H", "H", "H", "H", "H", "H", "H", "H", "H", "H", "H", "H", "H", "H", "H", "S", "N", "C", "C", "C", "C", "C", "N", "C", "C", "N", "C", "C", "C", "C", "C", "N", "H", "H", "H", "H", "H", "H", "O", "N", "C", "C", "C", "C", "C", "C", "C", "P", "C", "C", "C", "C", "C", "C", "C", "C", "C", "C", "C", "C", "H", "H", "H", "H", "H", "H", "H", "H", "H", "H", "H", "H", "H", "H", "H", "H"], "positions_angstrom": [[-0.962, -0.274, -0.638], [5.784, -0.528, -0.183], [4.625, -0.322, 1.560], [4.862, -1.587, 2.828], [3.898, -1.780, 3.816], [4.095, -2.729, 4.802], [5.254, -3.498, 4.800], [6.207, -3.317, 3.811], [6.012, -2.363, 2.821], [4.931, 1.288, 2.353], [5.088, 1.415, 3.732], [5.497, 2.622, 4.280], [5.740, 3.714, 3.461], [5.575, 3.597, 2.089], [5.190, 2.388, 1.538], [2.869, -0.484, 1.153], [1.864, 0.412, 0.794], [0.957, -0.314, 0.114], [1.344, -1.576, 0.095], [2.493, -1.702, 0.698], [1.219, 2.013, 1.255], [-0.942, 1.889, 1.245], [1.849, 3.234, 0.095], [1.337, 4.532, 0.103], [1.810, 5.466, -0.801], [2.781, 5.106, -1.728], [3.274, 3.811, -1.754], [2.809, 2.871, -0.845], [1.765, 2.388, 2.927], [2.260, 3.635, 3.284], [2.503, 3.921, 4.621], [2.267, 2.963, 5.593], [1.790, 1.709, 5.233], [1.526, 1.425, 3.907], [2.987, -1.190, 3.807], [3.347, -2.879, 5.569], [5.408, -4.245, 5.568], [7.104, -3.922, 3.803], [6.742, -2.221, 2.034], [4.926, 0.568, 4.385], [5.636, 2.701, 5.350], [6.072, 4.651, 3.891], [5.781, 4.440, 1.440], [5.152, 2.273, 0.463], [0.557, 4.804, 0.804], [1.417, 6.474, -0.787], [3.147, 5.837, -2.437], [4.025, 3.525, -2.479], [3.206, 1.862, -0.868], [2.469, 4.383, 2.531], [2.889, 4.893, 4.897], [2.460, 3.190, 6.633], [1.614, 0.957, 5.991], [1.120, 0.463, 3.620], [-2.036, 0.938, -8.030], [-1.144, -0.177, -7.283], [-1.238, 0.069, -5.986], [-0.587, -0.686, -4.937], [0.268, -1.763, -5.190], [0.854, -2.400, -4.125], [0.559, -1.973, -2.831], [-0.258, -0.961, -2.575], [-0.814, -0.305, -3.615], [-1.678, 0.840, -3.299], [-1.849, 1.129, -1.994], [-2.624, 2.161, -1.679], [-3.236, 2.974, -2.628], [-3.061, 2.691, -3.963], [-2.278, 1.592, -4.312], [-2.057, 1.181, -5.683], [-2.574, 1.763, -6.754], [0.457, -2.063, -6.212], [1.532, -3.230, -4.261], [0.990, -2.449, -1.960], [-2.749, 2.357, -0.624], [-3.840, 3.805, -2.295], [-3.519, 3.287, -4.741], [-0.351, -1.195, 2.548], [-1.376, -1.591, 1.730], [-2.359, -2.127, 2.321], [-3.555, -2.720, 1.706], [-4.289, -3.534, 2.580], [-5.424, -4.204, 2.166], [-5.856, -4.066, 0.855], [-5.145, -3.258, -0.013], [-3.999, -2.575, 0.390], [-3.214, -1.542, -0.899], [-4.615, -0.476, -1.381], [-4.896, -0.083, -2.685], [-5.916, 0.822, -2.946], [-6.651, 1.368, -1.907], [-6.354, 1.011, -0.597], [-5.347, 0.098, -0.337], [-2.949, -2.853, -2.145], [-3.632, -3.066, -3.336], [-3.298, -4.143, -4.150], [-2.300, -5.027, -3.774], [-1.629, -4.834, -2.573], [-1.945, -3.751, -1.773], [-0.624, -1.341, 3.467], [-2.327, -2.225, 3.411], [-3.949, -3.643, 3.602], [-5.966, -4.830, 2.861], [-6.742, -4.581, 0.510], [-5.493, -3.153, -1.035], [-4.308, -0.448, -3.518], [-6.127, 1.102, -3.970], [-7.447, 2.071, -2.111], [-6.913, 1.438, 0.225], [-5.141, -0.180, 0.690], [-4.457, -2.436, -3.636], [-3.843, -4.296, -5.072], [-2.054, -5.870, -4.406], [-0.854, -5.522, -2.260], [-1.400, -3.606, -0.842]]}

---

(4)
{"formula": "C4H13N2S", "method": "the ωB97M-V functional and the def2-TZVPD basis", "e_homo_ha": -0.09369, "relative_energy_kj_mol": 76.3, "orbital_gap_ev": 6.2, "total_charge": -1, "e_lumo_ev": 3.68, "elements": ["C", "C", "S", "N", "H", "H", "H", "H", "H", "H", "C", "N", "C", "H", "H", "H", "H", "H", "H", "H"], "positions_angstrom": [[1.142, -0.939, -1.425], [2.160, 0.136, -1.027], [1.622, 1.861, -1.348], [0.538, -0.760, -2.748], [0.316, -0.887, -0.702], [1.586, -1.937, -1.365], [3.089, -0.036, -1.585], [2.381, -0.011, 0.038], [1.232, -0.970, -3.456], [0.347, 0.244, -2.808], [-1.895, -0.407, 2.499], [-0.783, 0.325, 1.914], [-1.211, 1.164, 0.798], [-2.681, 0.327, 2.682], [-2.292, -1.190, 1.832], [-1.621, -0.889, 3.440], [-0.005, -0.261, 1.668], [-1.698, 0.618, -0.019], [-0.328, 1.694, 0.418], [-1.900, 1.918, 1.192]]}